Record 1
14
Properties=species:S:1:pos:R:3 method="wB97M-V/def2-TZVPD" total_charge=0 orbital_gap_ev=9.59 homo_ev=-8.90 multiplicity=1 smiles="O=C=C[C@H]1CC12NN2"
C 0.317 2.005 -0.306
C -0.249 0.475 -0.384
C 0.137 2.543 0.856
C 0.655 -0.562 -0.682
C 0.265 -0.329 0.812
N 0.443 -0.344 2.249
N -0.225 -1.438 1.483
O -0.147 2.813 1.963
H 1.217 2.012 -0.866
H -1.295 0.603 -0.659
H 0.438 -1.555 -1.025
H 1.640 -0.279 -1.201
H 1.198 -0.800 2.591
H -1.202 -1.304 1.789



Record 2
13
Properties=species:S:1:pos:R:3 method="wB97M-V/def2-TZVPD" total_charge=-1 orbital_gap_ev="2.57 / 2.57" homo_ev="-1.25 / -1.24" multiplicity=1
Cs -2.091 0.983 1.912
O -5.682 1.271 -0.573
H -6.492 1.109 -1.062
N 0.718 -0.223 -1.112
S 1.903 0.293 -0.225
O 2.900 1.034 -1.016
O 1.439 0.910 1.067
C 2.973 -1.099 0.464
F 3.531 -1.772 -0.542
F 2.233 -1.950 1.175
F 3.950 -0.641 1.248
O -0.398 -0.598 -0.324
H -4.984 0.683 -1.012